C24H42O21 | ωB97M-V/def2-TZVPD

Computed properties:
**Total charge**: 0
**Lowest unoccupied orbital energy**: 0.0079 Ha
**HOMO-LUMO gap**: 10.09 eV
**Energy relative to the best compared isomer or geometry (same formula, charge and spin)**: 167.7 kcal per mole
**HOMO**: -9.88 eV
**Calculated total energy**: -2519.5443 Ha
**M**: 666.579 g/mol

Last column: Löwdin charge in e.
Positions of all 87 atoms, in Å:
C: -1.5774 -1.6849 0.5147  0.01
C: -0.9702 -2.4098 1.7130  -0.32
C: -1.9535 -3.4186 2.1758  -0.09
O: -1.1050 -4.5187 2.4895  0.08
C: 0.1000 -4.3054 1.9242  -0.53
O: 1.0579 -5.0743 2.0037  0.12
O: 0.1533 -3.1313 1.2958  0.09
H: -1.9490 -2.3826 -0.2589  0.10
H: -0.8499 -0.9984 0.0670  0.08
H: -2.3759 -1.1089 0.7780  0.04
H: -0.6733 -1.6889 2.4722  0.16
H: -2.6846 -3.7391 1.4377  0.13
H: -2.6399 -3.1970 3.0531  0.14
C: -0.6270 1.8620 -3.5771  -0.01
C: -0.6974 1.1678 -2.2256  -0.28
C: -1.1963 1.9728 -0.9858  -0.06
O: -2.3605 1.2687 -0.6454  0.08
C: -2.7075 0.4178 -1.5492  -0.66
O: -3.7602 -0.1604 -1.5938  0.14
O: -1.7399 0.2359 -2.4281  0.06
H: 0.1856 2.5934 -3.6565  0.07
H: -1.4995 2.3984 -3.9056  0.08
H: -0.4800 1.1187 -4.3903  0.10
H: 0.1557 0.5066 -2.0730  0.13
H: -1.4178 3.0372 -1.2965  0.15
H: -0.4389 2.0099 -0.1420  0.12
C: 3.5375 4.1398 5.6292  -0.03
C: 2.8643 4.2991 4.2788  -0.31
C: 3.7476 4.1069 2.9713  -0.08
O: 3.1508 2.9527 2.4365  0.03
C: 1.8855 2.7410 2.9810  -0.49
O: 1.0470 2.0169 2.4564  0.13
O: 1.8002 3.4135 4.0858  0.12
H: 3.9167 3.0831 5.8224  0.11
H: 2.8213 4.2769 6.4149  0.07
H: 4.4602 4.7581 5.7536  0.10
H: 2.4367 5.3045 4.3286  0.15
H: 4.8362 4.0813 3.1470  0.15
H: 3.4528 4.9362 2.3872  0.11
C: -1.9967 1.8010 2.7806  -0.05
O: -2.6691 0.5587 2.7020  -0.01
C: -3.3835 0.1221 3.7688  -0.38
O: -3.5975 0.8988 4.9539  -0.08
O: -3.8675 -1.0934 3.5347  -0.03
C: -4.8125 -1.5693 4.5181  -0.02
H: -1.2719 2.0987 1.9964  0.07
H: -1.3655 1.9187 3.6471  0.09
H: -2.7236 2.5849 2.6932  0.10
H: -5.6891 -0.9141 4.3191  0.11
H: -4.5349 -1.4607 5.5690  0.10
H: -5.0323 -2.5968 4.3212  0.08
C: 2.4515 -1.3433 -3.9956  -0.06
O: 2.7089 -0.0150 -3.6246  -0.02
C: 2.5553 0.9675 -4.5234  -0.40
O: 2.0454 0.7319 -5.8429  -0.08
O: 2.8499 2.1660 -4.0277  -0.02
C: 2.7075 3.3086 -4.8812  -0.05
H: 1.3515 -1.5339 -4.0861  0.11
H: 2.7596 -1.9304 -3.1427  0.09
H: 2.9768 -1.7662 -4.8631  0.11
H: 2.8961 4.2590 -4.3788  0.09
H: 1.6873 3.4872 -5.2731  0.10
H: 3.4296 3.2059 -5.7238  0.11
C: -3.8542 -6.9548 -2.0152  -0.06
O: -3.6731 -5.9914 -3.0300  0.01
C: -3.0029 -4.8619 -2.8107  -0.42
O: -2.3541 -4.5909 -1.5843  -0.08
O: -2.9034 -4.0109 -3.7976  0.03
C: -2.2852 -2.7741 -3.5166  -0.04
H: -4.5786 -7.7619 -2.2387  0.10
H: -4.2638 -6.5388 -1.1016  0.09
H: -2.8729 -7.4144 -1.7606  0.11
H: -2.7196 -2.1709 -2.7631  0.06
H: -2.1591 -2.2340 -4.4697  0.11
H: -1.2450 -2.9756 -3.1743  0.10
C: 1.8850 -0.6886 0.5212  -0.06
O: 3.1529 -0.0535 0.5219  0.02
C: 3.2474 1.0972 -0.1795  -0.36
O: 2.0772 1.6524 -0.7324  -0.07
O: 4.5020 1.5863 -0.3257  -0.01
C: 4.7419 2.9159 -0.7822  -0.03
H: 1.6263 -1.2344 -0.3856  0.10
H: 1.0314 -0.0395 0.6835  0.06
H: 1.7728 -1.3914 1.3476  0.09
H: 4.0085 3.1704 -1.5794  0.10
H: 5.6920 2.9193 -1.2738  0.08
H: 4.7938 3.5787 0.1162  0.10